DFT (ωB97M-V with the def2-TZVPD basis set) results for C2H4N4 in the gas phase in a non-equilibrium geometry.

As for the multiplicity: 1. As for the structure (SMILES): Nn1cncn1. The total charge is 0. The frontier orbital gap is 10.516 eV.

XYZ file:
```
10
C2H4N4 ωB97M-V with the def2-TZVPD basis set
C -0.712 -0.743 0.511
C 0.406 0.955 1.065
H 0.704 0.062 -2.171
H 0.177 -1.423 -2.137
H -1.310 -1.535 0.190
H 0.742 1.663 1.867
N -0.063 -0.470 -1.958
N -0.050 -0.268 -0.549
N -0.473 -0.010 1.568
N 0.803 0.743 -0.090
```



DFT (ωB97M-V with the def2-TZVPD basis set) results for a molecular structure, C12H31O11OsP4S4 in a non-equilibrium geometry.

As for the multiplicity: 2. The total charge is 0. The frontier orbital gap (alpha / beta) is 7.621 / 7.012 eV.

XYZ file:
```
63
C12H31O11OsP4S4 ωB97M-V with the def2-TZVPD basis set
Os 0.036 -0.876 0.200
C 3.629 -4.421 -0.313
C 2.712 -3.512 0.476
O 2.849 -3.796 1.877
P 3.181 -1.731 0.421
O 3.629 -1.243 -1.005
O 4.520 -1.624 1.239
O 2.047 -0.952 0.985
P 0.932 -3.700 -0.018
O 0.994 -2.683 -1.313
O 0.522 -5.068 -0.333
O 0.187 -2.863 1.029
H 4.647 -4.349 0.072
H 3.633 -4.140 -1.367
H 3.280 -5.449 -0.222
H 1.992 -3.639 2.299
H 2.961 -0.640 -1.382
H 4.421 -1.961 2.141
H 0.468 -2.985 -2.066
C -5.669 -1.739 -0.508
C -5.381 -1.211 0.879
O -4.207 -0.362 0.887
P -2.725 -0.912 0.934
S -1.384 0.526 1.372
S -1.979 -1.565 -0.820
O -2.806 -2.054 2.026
C -1.949 -2.216 3.178
C -2.591 -1.582 4.388
H -6.603 -2.302 -0.490
H -4.880 -2.406 -0.855
H -5.773 -0.920 -1.218
H -5.237 -2.015 1.600
H -6.184 -0.568 1.234
H -0.973 -1.782 2.960
H -1.828 -3.292 3.284
H -2.730 -0.512 4.235
H -1.945 -1.719 5.256
H -3.557 -2.038 4.603
C 1.622 2.983 -3.774
C 2.363 3.583 -2.593
C 3.743 2.986 -2.403
O 1.537 3.517 -1.407
P 1.442 2.414 -0.259
S 2.998 2.126 0.829
S 0.687 0.741 -1.288
O 0.231 2.956 0.603
C -0.945 3.715 0.227
C -0.583 5.180 0.059
C -1.685 3.142 -0.965
H 2.149 3.237 -4.694
H 0.609 3.381 -3.837
H 1.565 1.897 -3.699
H 2.463 4.659 -2.754
H 3.699 1.900 -2.311
H 4.226 3.380 -1.512
H 4.350 3.231 -3.275
H -1.576 3.604 1.112
H -0.068 5.349 -0.886
H 0.062 5.506 0.873
H -1.492 5.782 0.075
H -1.086 3.211 -1.871
H -2.598 3.721 -1.113
H -1.956 2.099 -0.802
```



DFT (ωB97M-V with the def2-TZVPD basis set) results for a gas-phase ion, C3H7N2 (charge +1) in a non-equilibrium geometry.

As for the multiplicity: 1. The total charge is +1. The frontier orbital gap is 8.195 eV.

XYZ file:
```
12
C3H7N2 ωB97M-V with the def2-TZVPD basis set
C 1.289 0.418 0.038
C -1.190 -0.907 -1.136
C -0.724 -0.833 0.216
N 0.229 -0.144 0.782
N 1.847 1.549 0.462
H -1.964 -0.096 -1.058
H -0.684 -0.734 -2.067
H -1.287 -1.473 0.896
H -1.808 -1.780 -1.248
H 0.209 -0.054 1.815
H 2.653 2.082 0.015
H 1.430 1.970 1.285
```



DFT (ωB97M-V with the def2-TZVPD basis set) results for a molecular structure, C45H43BN4P2PdS2Si in a non-equilibrium geometry.

As for the multiplicity: 1. The total charge is 0. The frontier orbital gap is 6.186 eV.

XYZ file:
```
99
C45H43BN4P2PdS2Si ωB97M-V with the def2-TZVPD basis set
Pd 0.421 0.732 -0.232
C 2.024 -2.175 0.574
Si 2.365 -0.468 -0.129
C 3.650 0.366 0.963
C 4.957 -0.087 1.175
C 5.810 0.597 2.017
C 5.376 1.744 2.680
C 4.081 2.190 2.507
C 3.229 1.494 1.652
P 1.494 1.964 1.367
C 0.771 1.999 3.033
C -0.427 2.669 3.282
C -1.037 2.580 4.520
C -0.474 1.797 5.516
C 0.702 1.106 5.274
C 1.322 1.203 4.035
C 1.642 3.697 0.819
C 1.526 4.781 1.685
C 1.678 6.073 1.204
C 1.949 6.288 -0.140
C 2.069 5.210 -1.005
C 1.912 3.920 -0.530
C 3.031 -0.668 -1.884
C 4.368 -0.763 -2.276
C 4.698 -1.020 -3.595
C 3.699 -1.198 -4.549
C 2.370 -1.099 -4.183
C 2.046 -0.808 -2.860
P 0.343 -0.504 -2.290
C -0.590 -1.725 -3.275
C -1.669 -1.441 -4.101
C -2.279 -2.462 -4.817
C -1.825 -3.766 -4.712
C -0.744 -4.059 -3.888
C -0.138 -3.044 -3.170
C -0.074 1.110 -3.055
C -1.388 1.561 -2.928
C -1.759 2.776 -3.483
C -0.818 3.570 -4.123
C 0.501 3.146 -4.206
C 0.874 1.917 -3.681
H 2.964 -2.724 0.656
H 1.351 -2.739 -0.072
H 1.566 -2.125 1.560
H 5.311 -0.986 0.689
H 6.820 0.240 2.168
H 6.048 2.278 3.337
H 3.733 3.070 3.033
H -0.895 3.256 2.505
H -1.968 3.101 4.695
H -0.962 1.713 6.479
H 1.139 0.486 6.043
H 2.235 0.651 3.857
H 1.319 4.623 2.734
H 1.582 6.910 1.880
H 2.063 7.297 -0.514
H 2.274 5.372 -2.054
H 1.979 3.076 -1.213
H 5.161 -0.634 -1.554
H 5.738 -1.092 -3.886
H 3.962 -1.404 -5.578
H 1.589 -1.220 -4.923
H -2.042 -0.433 -4.203
H -3.125 -2.229 -5.450
H -2.314 -4.556 -5.267
H -0.380 -5.074 -3.801
H 0.710 -3.279 -2.537
H -2.119 0.972 -2.376
H -2.787 3.102 -3.395
H -1.107 4.520 -4.551
H 1.243 3.765 -4.691
H 1.903 1.587 -3.765
C -1.522 3.429 -0.280
N -2.790 2.824 0.023
C -4.014 3.399 -0.234
C -4.947 2.542 0.235
N -4.313 1.453 0.759
B -5.056 0.299 1.496
N -4.688 -1.075 0.871
C -4.563 -2.197 1.647
C -4.194 -3.229 0.853
N -4.104 -2.726 -0.421
C -3.676 -3.451 -1.590
C -4.405 -1.401 -0.402
S -4.482 -0.434 -1.799
C -2.992 1.613 0.612
S -1.773 0.535 1.171
H -1.597 4.029 -1.186
H -0.797 2.620 -0.441
H -1.158 4.057 0.538
H -4.097 4.355 -0.711
H -6.016 2.600 0.231
H -6.240 0.513 1.393
H -4.696 0.275 2.648
H -4.733 -2.157 2.705
H -4.002 -4.262 1.070
H -3.665 -4.513 -1.356
H -2.679 -3.132 -1.895
H -4.360 -3.256 -2.418
```



DFT (ωB97M-V with the def2-TZVPD basis set) results for a molecular structure, C12H16F9NiO7 in a non-equilibrium geometry.

As for the multiplicity: 4. The total charge is 0. The frontier orbital gap (alpha / beta) is 6.843 / 8.930 eV.

XYZ file:
```
45
C12H16F9NiO7 ωB97M-V with the def2-TZVPD basis set
Ni -13.295 -10.977 15.128
O -12.889 -11.450 13.295
H -12.394 -11.176 12.499
C -7.296 -14.524 14.393
C -7.371 -14.001 12.958
O -8.732 -13.885 12.458
C -8.870 -13.875 11.103
O -7.986 -13.913 10.252
C -10.385 -13.826 10.686
F -10.461 -12.750 9.869
F -10.703 -14.901 9.957
F -11.209 -13.695 11.699
H -8.073 -15.269 14.558
H -7.423 -13.702 15.098
H -6.316 -14.967 14.573
H -6.800 -14.710 12.359
H -6.788 -13.094 12.800
C -10.746 -7.265 17.707
C -11.100 -8.540 17.187
O -9.939 -9.041 16.563
C -10.135 -9.949 15.575
O -11.225 -10.404 15.299
C -8.850 -10.202 14.736
F -7.732 -9.533 15.134
F -8.648 -11.589 14.598
F -9.144 -9.735 13.478
H -9.908 -7.378 18.396
H -11.559 -6.855 18.306
H -10.529 -6.527 16.935
H -11.946 -8.536 16.500
H -11.402 -9.218 17.986
C -12.429 -10.069 10.029
C -13.855 -10.084 10.633
O -14.772 -9.279 9.868
C -14.971 -7.940 10.057
O -14.345 -7.297 10.903
C -16.095 -7.284 9.201
F -17.034 -6.811 9.975
F -15.507 -6.293 8.525
F -16.572 -8.090 8.331
H -11.687 -10.023 10.826
H -12.247 -9.170 9.440
H -12.373 -10.951 9.390
H -13.810 -9.673 11.642
H -14.255 -11.093 10.724
```



DFT (ωB97M-V with the def2-TZVPD basis set) results for a molecular structure, C4H11BrSi2 in a non-equilibrium geometry.

As for the multiplicity: 3. The total charge is 0. The frontier orbital gap (alpha / beta) is 6.541 / 7.859 eV.

XYZ file:
```
18
C4H11BrSi2 ωB97M-V with the def2-TZVPD basis set
C 0.509 -0.263 1.730
C 0.032 0.422 -1.259
C -2.502 1.407 0.446
C 1.438 -2.235 -0.604
Si -0.748 1.697 -0.204
Si 1.095 -0.521 0.078
Br 2.996 0.786 -0.086
H 1.241 0.086 2.464
H -0.256 -1.016 2.060
H -0.599 -0.378 -1.662
H 0.536 0.726 -2.176
H -2.387 1.523 1.568
H -3.309 2.116 0.107
H -2.444 0.351 0.132
H 1.853 -2.346 -1.623
H 2.193 -2.612 -0.003
H 0.574 -2.905 -0.497
H -0.222 3.161 -0.470
```



DFT (ωB97M-V with the def2-TZVPD basis set) results for a molecular structure, C15H22FeNO3 in a non-equilibrium geometry.

As for the multiplicity: 5. The total charge is +1. The frontier orbital gap (alpha / beta) is 7.739 / 4.557 eV.

XYZ file:
```
42
C15H22FeNO3 ωB97M-V with the def2-TZVPD basis set
C -0.801 -2.037 -3.469
C -0.796 -1.817 -1.976
N -0.252 -0.543 -1.443
C 1.227 -0.515 -1.383
C 1.961 -0.443 -2.708
C -0.830 0.645 -2.120
C -2.343 0.546 -2.255
H -1.351 -2.964 -3.661
H -1.312 -1.239 -4.016
H 0.208 -2.174 -3.861
H -1.828 -1.851 -1.614
H -0.227 -2.610 -1.481
H 1.517 0.327 -0.737
H 1.529 -1.424 -0.845
H 3.004 -0.182 -2.523
H 1.952 -1.403 -3.225
H 1.550 0.317 -3.374
H -0.533 1.543 -1.552
H -0.373 0.757 -3.119
H -2.757 1.557 -2.332
H -2.622 0.007 -3.168
H -2.803 0.048 -1.392
O 1.495 2.901 0.902
C 1.173 2.782 2.019
Fe 0.690 2.144 3.588
C 2.291 1.445 3.708
O 3.339 0.936 3.632
C 0.932 3.418 4.792
O 1.440 4.279 5.377
C -0.448 -1.127 1.001
C -1.024 0.259 1.149
C -0.789 0.977 2.484
C -0.321 0.229 3.604
C 0.424 -0.973 3.307
C 0.415 -1.530 2.022
H -0.852 -1.823 0.277
H -0.573 0.865 0.342
H -2.114 0.264 0.919
H -1.505 1.801 2.615
H -0.781 0.411 4.610
H 0.973 -1.463 4.125
H 1.113 -2.341 1.781
```



DFT (ωB97M-V with the def2-TZVPD basis set) results for a molecular structure, C4H6O2.

As for the multiplicity: 1. The total charge is 0. The frontier orbital gap is 8.013 eV.

XYZ file:
```
12
C4H6O2 ωB97M-V with the def2-TZVPD basis set
C 1.102 0.675 -0.290
C 0.123 -1.007 0.755
O -0.837 -0.381 1.363
C -1.391 0.122 0.075
C -0.090 -0.458 -0.644
O 0.000 -0.933 -1.790
H 2.077 0.200 -0.419
H 0.931 1.354 -1.127
H 1.057 1.230 0.652
H 0.855 -1.555 1.347
H -1.570 1.196 0.142
H -2.294 -0.444 -0.155
```